(1)
Here is C18H26MoN2Si as an isolated structure in a non-equilibrium geometry from the OMol25 dataset. Energies are from ωB97M-V/def2-TZVPD.

```
48
Properties=species:S:1:pos:R:3:forces:R:3
C -2.5789 -1.1562 0.7064 -1.9 0.1 0.2
C -2.9297 1.2250 -1.2177 -1.7 -0.2 1.1
H -2.4046 -2.0701 0.0952 -0.4 0.3 0.9
H -3.5228 -0.7547 0.2304 0.4 -0.5 0.9
H -2.6918 -1.1093 1.8072 0.1 -1.0 -0.8
H -2.6467 1.1687 -2.2730 -0.1 0.8 0.0
H -3.6817 0.4031 -1.0251 0.4 0.8 -0.8
H -3.3632 2.1036 -0.6956 0.1 -0.2 -1.5
C -0.0753 -2.5437 0.3100 -0.5 1.2 -0.4
C 0.7880 -3.6387 0.1879 1.1 0.4 -0.7
C 1.9332 -3.5006 -0.6008 -0.4 -0.4 0.4
C 2.1595 -2.2784 -1.2080 0.2 0.2 -0.2
H -0.9473 -2.6446 0.9447 0.3 0.0 0.0
H 0.5395 -4.5474 0.7050 0.1 -0.2 0.1
H 2.6273 -4.3291 -0.7220 -0.1 0.2 0.0
H 3.0554 -2.1177 -1.8053 -0.3 -0.2 0.2
N 0.0635 -1.3738 -0.3461 1.0 -1.0 0.4
C 1.2375 -1.2156 -1.0550 -0.8 0.8 0.0
C 1.4939 0.1326 -1.5733 0.0 -1.1 0.1
N 0.5459 1.0705 -1.3101 0.7 1.1 -0.3
C 0.8720 2.3432 -1.6608 -1.6 -1.4 0.9
C 2.9945 1.7470 -2.6234 0.2 -0.8 0.0
C 2.0568 2.7121 -2.3111 0.5 0.4 -0.2
H 0.1365 3.1001 -1.3855 0.2 -0.2 -0.2
H 2.2095 3.7731 -2.5521 0.0 -0.6 0.1
C 2.7232 0.4203 -2.2555 -0.7 1.2 0.2
H 3.4278 -0.3614 -2.4553 0.2 -0.1 -0.1
H 3.9279 1.9907 -3.1329 -0.3 0.0 0.1
Mo -1.5185 0.3287 -0.0873 3.6 0.5 0.5
C -1.3666 2.4158 0.4675 -0.4 0.9 0.4
H -1.6649 3.1259 -0.3168 0.0 -0.3 0.0
H -0.3722 2.7213 0.8171 -0.2 -0.5 0.1
H -2.0619 2.5732 1.3079 0.2 0.0 -0.3
C -1.4865 0.8516 5.8355 0.0 0.0 -0.4
Si -0.0785 0.0230 4.8961 -0.2 0.2 0.9
C 1.5468 0.8591 5.2985 0.1 0.1 -0.4
C 0.0214 -1.7966 5.3359 -0.1 -0.1 -0.3
C -0.5168 0.2288 3.0847 0.0 0.3 -0.5
C -0.8673 0.4705 1.9311 0.0 -0.7 -0.6
H -1.3505 0.7944 6.9250 0.0 0.0 -0.3
H -2.4390 0.3692 5.5723 0.2 0.1 0.2
H -1.5546 1.9099 5.5436 0.0 -0.2 0.1
H 1.6636 0.9620 6.3869 -0.1 -0.1 -0.3
H 2.3940 0.2770 4.9118 -0.1 0.2 0.1
H 1.5851 1.8591 4.8467 0.0 -0.2 0.2
H -0.8255 -2.3371 4.8931 0.1 0.0 0.2
H 0.9482 -2.2457 4.9536 -0.2 0.1 0.1
H -0.0065 -1.9397 6.4257 0.0 0.1 -0.3
```
Positions in Å, forces in eV/Å.

The energy comes out at -31778.7626 eV. Its charge is +2. The largest force on an atom comes out at 0.071 hartree/bohr. The molar mass is 394.45 g mol⁻¹. The spin multiplicity is 3. The value obtained for the HOMO-LUMO gap (spin up / spin down) is 0.21749 / 0.09609 Ha.

Atom charges from the natural (NBO) analysis, given in e for atoms 1 to 5: number 1, C, carries -0.8826; number 2, C, carries -0.8749; number 3, H, carries 0.2316; number 4, H, carries 0.2606; number 5, H, carries 0.2961

(2)
Here is C29H39AgBCl2N7O2S2 as an isolated structure in a non-equilibrium geometry from the OMol25 dataset. Energies are from ωB97M-V/def2-TZVPD.

```
83
Properties=species:S:1:pos:R:3:forces:R:3
Ag 0.2015 -0.5054 -0.6024 0.0 -0.2 0.1
C 1.7149 3.7423 1.0812 0.0 0.0 0.1
C 1.0019 3.7721 2.4346 0.0 0.1 -0.1
C 1.6995 2.8637 3.4396 0.1 -0.1 0.1
C -0.4427 3.3962 2.3031 0.0 -0.1 -0.1
C -1.5498 4.0488 2.8795 0.0 0.0 0.0
C -2.6254 3.3019 2.4624 -0.1 0.0 0.0
N -2.1655 2.2861 1.7038 -0.1 0.0 0.0
N -0.8245 2.3350 1.6043 0.1 0.1 0.1
B -3.0854 1.3028 0.9756 -0.1 -0.3 -0.2
N -3.0157 1.4264 -0.5568 0.0 0.4 -0.1
C -4.0434 1.2234 -1.4049 0.0 0.1 -0.1
C -3.5763 1.3769 -2.6904 0.0 0.2 0.1
C -2.2064 1.6731 -2.5243 -0.1 0.3 0.0
N -1.8917 1.7185 -1.2381 0.0 -0.1 -0.1
C -1.1685 1.8933 -3.5899 -0.1 0.0 0.0
C 0.2149 2.1221 -2.9947 0.0 0.1 0.0
C -1.5680 3.0508 -4.5084 0.0 0.0 0.0
N -2.8820 -0.1948 1.3457 0.1 -0.1 0.4
C -3.8263 -0.9812 1.8957 0.1 0.0 0.0
C -3.3089 -2.2519 2.0404 -0.1 0.0 -0.1
C -2.0017 -2.1455 1.5282 0.1 0.0 0.1
N -1.7532 -0.9086 1.1294 -0.2 0.3 -0.1
C -0.9655 -3.2127 1.3597 0.0 -0.2 0.0
C -1.1808 -3.9510 0.0343 -0.1 0.0 0.0
C -0.9675 -4.1862 2.5386 0.0 0.0 0.0
H 2.7831 3.9451 1.2003 0.0 0.0 0.0
H 1.6061 2.7583 0.6294 0.0 -0.1 0.0
H 1.2883 4.4813 0.3996 0.0 0.0 0.0
H 1.0274 4.7982 2.8229 0.0 0.0 0.0
H 1.0901 2.7341 4.3379 0.1 0.0 0.0
H 1.8699 1.8848 2.9896 0.0 -0.1 0.0
H 2.6665 3.2781 3.7305 0.1 0.0 0.0
H -1.5544 4.9334 3.4965 0.0 0.0 0.0
H -3.6831 3.4173 2.6339 0.0 0.0 0.0
H -4.2135 1.5821 1.3333 0.0 -0.1 -0.1
H -5.0220 0.9683 -1.0292 0.0 0.0 0.0
H -4.1242 1.2460 -3.6091 0.0 0.0 0.0
H -1.1299 0.9775 -4.1938 0.0 0.0 0.0
H 0.2291 3.0315 -2.3897 0.0 0.0 0.0
H 0.4981 1.2918 -2.3458 0.0 0.1 -0.1
H 0.9577 2.2155 -3.7918 0.0 0.0 0.0
H -1.6171 3.9826 -3.9378 0.0 0.0 0.0
H -0.8368 3.1790 -5.3116 0.0 0.0 0.0
H -2.5482 2.8834 -4.9600 0.0 0.0 0.0
H -4.7944 -0.5769 2.1422 0.0 0.0 0.0
H -3.8027 -3.1215 2.4433 0.0 0.0 0.0
H 0.0055 -2.7062 1.3210 0.0 0.0 0.0
H -2.1735 -4.4121 0.0212 0.0 0.0 0.0
H -1.1083 -3.2612 -0.8101 0.0 -0.1 0.1
H -0.4436 -4.7487 -0.0965 -0.3 0.0 0.0
H -1.8993 -4.7600 2.5644 0.0 0.0 0.0
H -0.1423 -4.8949 2.4508 0.0 0.0 0.0
H -0.8722 -3.6576 3.4888 0.0 0.0 0.0
Cl 5.1779 -0.0581 2.2400 -0.6 2.7 1.7
C 4.5048 -0.9108 3.7037 -0.9 -1.5 -1.0
Cl 5.7884 -1.1314 4.8160 0.3 0.1 0.7
C 1.7787 -4.4199 -0.2127 -0.2 -0.2 -0.1
O 1.7431 -5.1827 0.6673 0.4 0.1 0.1
O 1.7698 -3.7163 -1.1261 0.3 0.1 0.0
H 3.5560 -0.4881 4.0156 0.5 0.8 0.2
C -2.1125 -1.9627 -4.8173 0.0 0.0 0.0
C -0.7279 -1.8472 -4.7874 0.0 0.0 0.0
C -0.0822 -1.4605 -3.6148 0.0 -0.1 0.0
C -0.7669 -1.1683 -2.4223 0.1 -0.1 -0.1
C -2.1626 -1.3022 -2.4985 0.1 -0.3 0.0
C -2.8289 -1.6875 -3.6586 0.1 -0.1 0.0
H -2.6239 -2.2596 -5.7278 0.0 0.0 0.0
H -0.1476 -2.0588 -5.6821 0.0 0.0 0.0
H 1.0020 -1.3850 -3.6351 0.0 0.0 0.0
H -2.7599 -1.0859 -1.6160 0.0 0.0 0.0
H -3.9133 -1.7617 -3.6610 0.0 0.0 0.0
S 3.7135 -0.4262 -0.8376 -0.8 -0.2 -0.3
C 4.9438 -1.4921 -0.9263 0.4 1.0 -0.5
N 5.2591 -2.2283 0.1766 -0.6 -0.2 1.5
C 5.0885 -1.8674 1.4577 0.1 -1.4 -1.1
C 6.8320 0.1391 1.9463 0.1 0.0 -0.6
S 2.3582 -0.5372 0.7383 0.6 0.0 -0.1
H 5.7911 -3.0725 -0.0056 -0.4 -0.3 0.0
H 7.3416 -0.7218 1.5612 0.0 -0.2 0.1
H 5.0790 -2.6522 2.2068 1.0 -0.2 -0.1
H 7.2680 1.0094 2.4042 0.0 -0.3 0.2
H 5.2899 1.0911 3.1191 0.0 -0.1 -0.7
```
Positions in Å, forces in eV/Å.

The energy comes out at -96613.0939 eV. Its charge is -2. The largest force on an atom comes out at 0.063 hartree/bohr. The molar mass is 771.40 g mol⁻¹. The value obtained for the HOMO-LUMO gap (spin up / spin down) is 0.21164 / 0.21168 Ha.

Atom charges from the Mulliken analysis, given in e for atoms 1 to 5: number 1, Ag, carries 1.0693; number 2, C, carries -1.2473; number 3, C, carries 0.6487; number 4, C, carries -1.2768; number 5, C, carries 0.2559

(3)
Here is a 2-piece molecular cluster, C3H2Br2 overall in a non-equilibrium geometry from the OMol25 dataset. Energies are from ωB97M-V/def2-TZVPD.

```
7
Properties=species:S:1:pos:R:3:forces:R:3
C 0.0569 -0.9196 -0.6067 3.6 4.2 2.4
C 0.9728 0.0458 -0.0896 -3.8 -4.1 -1.6
C -0.4595 0.3400 -0.0242 1.3 -1.4 -0.3
Br 2.7534 0.2024 0.2616 0.0 0.5 0.1
Br -1.3393 1.6157 -1.0610 -0.8 1.1 -0.5
H 0.0679 -1.8676 -1.1022 -0.5 -0.2 -0.1
H -2.0522 0.5833 2.6220 0.1 0.0 -0.1
```
Positions in Å, forces in eV/Å.

The energy comes out at -143220.7256 eV. The largest force on an atom comes out at 0.118 hartree/bohr. The molar mass is 197.86 g mol⁻¹. The value obtained for the HOMO-LUMO gap (spin up / spin down) is 0.35330 / 0.28958 Ha.

Atom charges from the natural (NBO) analysis, given in e for atoms 1 to 5: number 1, C, carries -0.1797; number 2, C, carries -0.1514; number 3, C, carries -0.1539; number 4, Br, carries 0.2021; number 5, Br, carries 0.0391

(4)
Here is a 3-piece molecular cluster, C22H36Br2Cl2N2O6P overall in a non-equilibrium geometry from the OMol25 dataset. Energies are from ωB97M-V/def2-TZVPD.

```
71
Properties=species:S:1:pos:R:3:forces:R:3
C 2.2886 -4.6527 4.3742 0.0 -0.4 -1.0
C 2.1771 -3.5787 3.8427 -0.7 0.8 -0.1
C 1.8806 -2.2878 3.1050 1.6 -1.1 0.3
C 1.3903 -2.6803 1.7184 -1.0 -0.1 -0.1
C 0.3140 -3.4949 1.4143 -0.9 -0.6 0.2
C -0.7342 -4.2210 2.2624 1.0 0.0 0.9
C -1.6670 -3.3229 3.1438 -0.7 -0.2 -0.8
C -2.2047 -2.0291 2.4606 0.2 0.2 0.4
Br -0.8985 -2.9038 4.9221 -0.4 -0.2 -0.5
N 0.2526 -3.6315 0.0173 1.0 1.4 0.5
C -0.6233 -4.3915 -0.8148 -0.2 -1.9 -0.6
Cl -0.0120 -5.9919 -1.2755 0.0 1.0 0.6
C -1.8319 -4.0186 -1.2457 -0.5 0.9 -0.3
C -2.4324 -2.6535 -0.9187 -0.2 -0.7 0.6
Cl -2.8123 -5.0719 -2.2467 0.7 0.7 0.8
C 1.2494 -2.8755 -0.4895 1.1 0.8 -1.3
P 1.4729 -2.7692 -2.3504 -1.2 -0.4 -1.4
O 0.9252 -1.2190 -2.6947 0.8 -1.1 1.3
Br 3.6502 -2.8273 -2.8663 -0.3 0.4 0.6
N 1.9460 -2.2888 0.4868 -0.7 -0.9 1.0
C 3.0908 -1.3846 0.3737 0.4 0.7 0.6
C 2.5716 0.0849 0.5198 0.3 -0.2 -0.4
O 2.2764 0.5213 1.5924 0.1 -0.5 0.0
H 2.3322 -5.7284 4.5047 0.2 0.8 0.5
H 1.2039 -1.6228 3.6609 0.1 -0.4 -0.3
H 2.8587 -1.7678 3.0479 -0.7 0.0 -0.2
H -0.1710 -4.8775 2.9623 -0.3 0.3 -0.4
H -1.3229 -4.9207 1.6340 0.2 0.7 0.1
H -2.5500 -3.9455 3.3801 0.7 0.2 0.1
H -2.0123 -1.1696 3.1310 -0.4 -0.4 -0.5
H -3.2920 -2.1314 2.2770 0.6 0.2 0.2
H -1.7271 -1.7869 1.4973 0.0 -0.3 0.5
H -3.0165 -2.7808 0.0172 0.2 0.2 -0.5
H -1.6295 -1.9272 -0.7021 -0.5 -0.2 -0.3
H -3.1445 -2.2895 -1.6762 0.6 -0.2 0.1
H 0.3543 -0.9526 -1.9527 0.0 0.4 -0.4
H 3.7153 -1.5481 -0.5178 -0.7 -0.1 0.2
H 3.7299 -1.5712 1.2584 -0.3 0.1 -0.5
H 2.4989 0.7059 -0.4074 0.0 -0.3 0.3
C 1.2469 3.2040 1.6686 -0.2 0.1 -0.1
O 0.4129 4.0020 0.8514 0.0 0.1 0.1
C -0.3944 4.9106 1.5941 -0.1 0.1 -0.4
C 0.1608 6.3205 1.5364 0.0 0.0 0.5
O 1.4020 6.4169 2.2218 0.0 -0.2 -0.3
C 2.5133 6.4371 1.3410 0.0 0.1 0.1
H 1.9655 2.7114 1.0215 0.0 0.1 0.0
H 1.7913 3.7923 2.4114 0.0 0.0 0.0
H 0.6455 2.4410 2.1728 0.1 0.0 0.1
H -0.5022 4.5776 2.6308 0.1 0.0 0.0
H -1.3870 4.9052 1.1334 0.0 0.0 0.0
H -0.5371 6.9929 2.0444 0.0 0.0 0.0
H 0.2596 6.6573 0.5000 0.0 -0.1 0.0
H 2.5705 7.4038 0.8308 0.0 0.0 -0.1
H 2.4592 5.6339 0.6017 0.0 0.0 0.0
H 3.4165 6.3033 1.9355 -0.1 0.0 0.1
C -1.6130 2.0682 -1.9639 0.0 -0.1 0.1
O -2.0477 0.8549 -2.5661 0.1 0.1 0.1
C -2.9759 1.0700 -3.6263 0.1 -0.4 0.0
C -2.3100 0.9338 -4.9823 -0.2 0.4 -0.1
O -1.3736 1.9780 -5.2074 0.1 -0.2 0.2
C -0.0317 1.5605 -5.0210 0.0 0.1 -0.1
H -0.7591 1.8406 -1.3247 0.0 0.0 0.0
H -1.3047 2.8059 -2.7070 0.0 0.0 0.0
H -2.4129 2.4829 -1.3428 0.1 0.1 0.0
H -3.4594 2.0457 -3.5275 0.1 0.0 0.0
H -3.7484 0.3003 -3.5355 0.0 0.0 0.0
H -3.0761 1.0198 -5.7586 0.0 -0.1 0.0
H -1.8338 -0.0467 -5.0854 0.0 0.0 0.1
H 0.2821 0.9225 -5.8535 0.1 -0.1 0.1
H 0.0989 1.0241 -4.0773 0.0 0.0 0.0
H 0.5982 2.4493 -5.0066 -0.1 0.0 -0.1
```
Positions in Å, forces in eV/Å.

The energy comes out at -213070.3607 eV. Its charge is +1. The largest force on an atom comes out at 0.039 hartree/bohr. The molar mass is 686.23 g mol⁻¹. The value obtained for the HOMO-LUMO gap is 0.25831 Ha.

Atom charges from the Mulliken analysis, given in e for atoms 1 to 5: number 1, C, carries -0.1589; number 2, C, carries -0.7718; number 3, C, carries -0.1338; number 4, C, carries 0.0852; number 5, C, carries 0.3866